8 unconnected molecules or ions with the total composition C53H117N5O8 in a non-equilibrium geometry. Source: OMol25; level of theory: ωB97M-V/def2-TZVPD.

## Properties
Gap between HOMO and LUMO   8.858 eV
E_LUMO   0.38 eV
E_HOMO   -8.47 eV
Electronic energy   -2964.9387 Ha
Largest force on an atom   3.21 eV/Å
Net charge   0

```
183
C53H117N5O8 (ωB97M-V/def2-TZVPD)
H 2.40 2.28 2.41
N -0.69 -2.74 6.73
H 5.22 -2.08 3.42
C 2.86 1.93 -5.26
H -5.65 0.58 2.50
H 1.85 -2.95 3.70
H 2.19 3.82 -3.22
H 3.88 -4.61 0.74
H 7.92 0.21 2.56
C 1.05 -1.71 5.31
H 5.16 1.25 4.67
H 0.15 -2.46 3.50
H 1.99 -2.71 1.14
H 4.44 -3.82 -1.67
H -1.37 -5.92 5.80
C 2.93 3.46 -5.17
O -6.67 2.61 -6.36
C -2.19 3.55 1.15
H -0.30 -5.45 0.15
H 0.02 -1.80 0.54
C -2.85 -2.61 -5.22
O -2.73 -0.27 -4.83
C -0.06 4.55 -5.73
H -0.10 3.45 -2.49
C -3.56 1.56 0.64
H -4.57 1.33 0.47
N 5.67 1.24 2.81
H 4.61 3.72 3.49
C 0.28 -0.54 7.28
H 3.08 1.37 -4.32
C 0.91 -2.78 4.29
H 5.61 -1.56 0.89
H 2.41 -5.38 -2.69
H 2.07 5.21 -4.34
H 3.86 2.44 0.27
H 0.05 -4.81 4.40
O 0.17 -2.55 -2.45
H 2.87 -5.26 -0.39
C -4.74 2.38 -4.93
H -4.77 3.85 4.22
H -1.26 4.56 -5.70
H -2.34 -4.52 4.11
H -1.21 2.29 -5.56
C 4.57 1.76 0.75
H -4.60 3.48 -4.95
H -2.03 4.27 1.96
H 2.72 3.84 -6.22
C -0.33 4.12 -3.29
C 3.20 1.77 2.98
H 4.45 0.13 -0.65
C -0.19 -1.40 6.13
H -1.01 0.40 5.55
C 0.51 3.79 -4.56
C -5.79 3.24 2.40
H -5.30 2.28 -3.93
C 4.39 0.28 0.41
C -5.44 1.96 -6.17
C -2.52 -1.58 -4.25
H -3.09 1.68 -0.40
H 1.65 1.60 -0.77
H -1.36 4.06 -3.50
H 4.20 4.06 1.79
C -0.95 -3.79 5.72
H -3.74 1.93 -4.90
H -4.32 4.72 1.90
C 5.59 -0.51 1.13
N -3.18 2.32 2.95
C 0.38 -4.00 5.04
C -4.90 0.53 3.35
H -1.96 -5.07 7.23
H -1.43 -1.67 -3.99
H -2.85 -3.54 -4.66
H 0.86 -5.61 -1.15
H -5.51 0.11 4.16
C -0.36 0.79 -1.03
H -0.04 1.01 -3.08
C 7.22 -0.54 2.98
H 1.92 -0.69 -5.77
H -0.79 -4.88 -1.35
H -0.09 5.16 -2.96
C -1.15 -5.09 6.50
C -3.45 2.74 1.58
H 7.36 -0.46 4.04
H 1.87 -1.97 5.98
H -3.03 0.63 1.01
C -5.27 2.97 3.78
H 4.67 -0.78 4.43
H 1.48 -4.42 1.50
H 1.60 -0.10 -0.66
C 0.10 -4.98 -0.70
H -1.33 2.88 1.01
C 1.40 1.56 -5.65
H 3.20 2.27 3.99
H 5.61 2.03 0.61
H -6.55 3.97 2.53
H 3.92 3.77 -4.82
H 0.33 5.59 -5.79
H 0.89 -1.11 8.00
H 6.50 -0.27 0.61
H -4.60 1.51 5.95
H -4.99 3.78 0.46
H -3.89 -2.41 -5.66
H -4.17 -0.24 3.03
C 2.18 -4.41 -3.14
H 1.15 -4.42 5.66
H -1.20 -0.80 4.23
C -1.19 -0.64 5.32
H 2.91 0.72 3.05
H 3.24 -1.18 -2.50
H 2.88 -4.32 -3.91
H 1.27 -0.71 4.85
O 5.91 1.63 4.17
C -4.59 3.70 1.53
H -0.74 -3.31 1.21
H -4.78 2.15 -7.00
H -2.07 -2.77 8.16
H -2.07 -2.67 -5.98
H -5.92 0.03 -7.21
C -5.71 0.51 -6.21
C 2.96 -2.13 -3.08
N 0.50 2.29 -4.65
H -6.15 2.72 4.42
C 1.26 1.91 -7.11
H -6.57 0.29 -5.56
H 0.28 1.70 -7.42
H -6.50 3.53 -6.49
H -1.32 -2.73 -0.35
H 0.95 0.89 0.66
O -0.80 1.88 -4.79
C -2.08 -3.60 4.67
C -3.47 -1.67 -3.07
H -0.79 1.85 -1.04
H -4.50 -1.70 -3.34
H 3.59 1.58 -6.08
C 1.84 -3.73 0.68
C 1.93 4.17 -4.24
O -2.11 1.44 3.04
H 0.13 -1.61 -2.57
H -1.40 1.93 3.46
C -0.42 -2.79 0.33
H 7.48 -1.60 2.71
H 1.20 -4.38 -3.52
C 4.93 3.48 2.46
H 1.97 1.31 -7.68
C 5.81 -0.23 2.61
H -3.05 0.94 5.37
H -3.42 -2.65 -2.55
H 6.07 3.63 2.28
H -3.40 2.75 5.62
H 1.48 2.93 -7.26
H 0.99 -0.38 -4.48
H -2.03 0.31 -4.50
C 3.07 -4.33 0.07
O -0.34 0.26 -2.40
O -1.99 -2.42 7.26
H 0.20 -0.33 -6.01
H 2.12 -1.99 -3.80
H -4.81 0.00 -5.83
H 3.74 -2.38 -0.72
C -4.27 1.83 3.80
C 4.81 -1.09 3.38
H 0.08 4.14 -6.69
H -0.16 -5.26 7.02
H -3.19 -1.01 -2.29
N 1.22 -2.71 -1.45
H -1.02 0.17 -0.43
H -0.58 -0.13 7.80
H -2.50 4.05 0.16
H 3.34 -0.13 0.75
C -3.77 1.77 5.22
H -2.97 -3.45 5.22
H -2.20 -0.86 5.70
H -6.23 2.38 1.93
H 0.85 0.34 6.98
C 1.11 0.01 -5.52
H 3.82 -1.09 2.99
H -1.93 -2.78 3.96
C 2.43 -3.22 -2.18
H 3.82 -2.42 -3.62
C 0.64 -3.60 -0.33
C 1.03 0.82 -0.41
C 3.56 -3.42 -1.05
C 4.54 2.04 2.28
```

Löwdin population analysis, charges in e, atoms 1 to 99: atom 1 (H): 0.084, atom 2 (N): -0.028, atom 3 (H): 0.086, atom 4 (C): -0.130, atom 5 (H): 0.090, atom 6 (H): 0.112, atom 7 (H): 0.133, atom 8 (H): 0.110, atom 9 (H): 0.103, atom 10 (C): -0.175, atom 11 (H): 0.088, atom 12 (H): 0.111, atom 13 (H): 0.120, atom 14 (H): 0.144, atom 15 (H): 0.089, atom 16 (C): -0.174, atom 17 (O): -0.027, atom 18 (C): -0.036, atom 19 (H): 0.064, atom 20 (H): 0.078, atom 21 (C): -0.073, atom 22 (O): -0.089, atom 23 (C): -0.026, atom 24 (H): 0.059, atom 25 (C): -0.032, atom 26 (H): 0.049, atom 27 (N): -0.104, atom 28 (H): 0.071, atom 29 (C): -0.049, atom 30 (H): 0.122, atom 31 (C): -0.180, atom 32 (H): 0.103, atom 33 (H): 0.078, atom 34 (H): 0.102, atom 35 (H): 0.110, atom 36 (H): 0.114, atom 37 (O): -0.068, atom 38 (H): 0.086, atom 39 (C): -0.066, atom 40 (H): 0.127, atom 41 (H): 0.132, atom 42 (H): 0.094, atom 43 (H): 0.099, atom 44 (C): -0.142, atom 45 (H): 0.077, atom 46 (H): 0.084, atom 47 (H): 0.122, atom 48 (C): -0.015, atom 49 (C): -0.029, atom 50 (H): 0.082, atom 51 (C): -0.507, atom 52 (H): 0.076, atom 53 (C): -0.513, atom 54 (C): -0.177, atom 55 (H): 0.119, atom 56 (C): -0.142, atom 57 (C): -0.556, atom 58 (C): -0.496, atom 59 (H): 0.095, atom 60 (H): 0.049, atom 61 (H): 0.054, atom 62 (H): 0.109, atom 63 (C): -0.534, atom 64 (H): 0.057, atom 65 (H): 0.125, atom 66 (C): -0.115, atom 67 (N): -0.117, atom 68 (C): -0.160, atom 69 (C): -0.023, atom 70 (H): 0.077, atom 71 (H): 0.129, atom 72 (H): 0.083, atom 73 (H): 0.064, atom 74 (H): 0.085, atom 75 (C): -0.262, atom 76 (H): 0.109, atom 77 (C): -0.044, atom 78 (H): 0.086, atom 79 (H): 0.098, atom 80 (H): 0.112, atom 81 (C): -0.040, atom 82 (C): -0.549, atom 83 (H): 0.070, atom 84 (H): 0.123, atom 85 (H): 0.093, atom 86 (C): -0.166, atom 87 (H): 0.084, atom 88 (H): 0.125, atom 89 (H): 0.060, atom 90 (C): -0.017, atom 91 (H): 0.058, atom 92 (C): -0.453, atom 93 (H): 0.098, atom 94 (H): 0.119, atom 95 (H): 0.099, atom 96 (H): 0.112, atom 97 (H): 0.106, atom 98 (H): 0.096, atom 99 (H): 0.103